(1)
Density functional theory data (the ωB97M-V functional and the def2-TZVPD basis) for 16 unconnected molecules or ions with the total composition C43H127N9O16.

Geometry as XYZ:
```
195
Properties=species:S:1:pos:R:3
C 10.223 -32.268 -1.464
O 9.000 -32.136 -0.759
H 10.111 -32.664 -2.510
H 10.674 -31.241 -1.576
H 11.030 -32.849 -0.989
H 8.666 -32.947 -0.377
C 7.058 -21.517 -1.469
O 5.834 -22.320 -1.448
H 7.837 -22.054 -2.027
H 6.864 -20.577 -2.029
H 7.379 -21.250 -0.485
H 5.934 -23.032 -2.110
C 6.958 -32.475 -3.257
O 8.218 -32.244 -3.776
H 6.922 -32.715 -2.160
H 6.322 -31.598 -3.332
H 6.536 -33.232 -3.896
H 8.146 -31.448 -4.378
C 5.878 -25.134 -4.353
O 6.411 -24.185 -3.422
H 6.532 -25.217 -5.181
H 5.904 -26.083 -3.881
H 4.859 -24.959 -4.597
H 7.361 -24.518 -3.228
C 10.905 -27.703 -1.448
O 9.586 -27.429 -2.037
H 11.315 -28.552 -1.992
H 11.510 -26.785 -1.454
H 10.807 -28.063 -0.393
H 9.053 -28.223 -1.601
C 3.962 -26.647 5.249
O 4.453 -26.599 3.947
H 3.672 -25.718 5.781
H 3.061 -27.279 5.234
H 4.696 -27.097 5.922
H 3.817 -26.899 3.269
C 1.023 -23.286 -3.114
O 1.245 -24.323 -2.194
H 0.734 -22.341 -2.650
H 1.866 -23.111 -3.766
H 0.173 -23.488 -3.765
H 2.075 -24.162 -1.685
C 8.648 -24.708 5.304
C 7.643 -25.326 4.329
C 8.285 -25.234 2.892
O 8.552 -23.861 2.546
C 9.199 -23.650 1.271
N 7.482 -26.784 4.620
H 8.198 -24.548 6.345
H 8.971 -23.733 4.918
H 9.542 -25.397 5.411
H 6.658 -24.788 4.236
H 7.533 -25.613 2.199
H 9.102 -25.925 2.779
H 10.226 -24.002 1.278
H 9.158 -22.582 1.100
H 8.593 -24.162 0.510
H 7.717 -27.053 5.596
H 6.544 -27.121 4.422
C 6.068 -29.861 -7.096
C 6.120 -29.271 -5.722
C 7.494 -28.592 -5.383
O 8.527 -29.609 -5.233
C 9.804 -29.094 -4.986
N 5.058 -28.375 -5.496
H 5.211 -30.479 -7.205
H 6.988 -30.429 -7.315
H 6.102 -29.022 -7.830
H 6.106 -30.120 -5.039
H 7.505 -27.969 -4.446
H 7.756 -27.922 -6.245
H 9.796 -28.305 -4.255
H 10.330 -28.753 -5.887
H 10.420 -29.890 -4.563
H 4.088 -28.647 -5.731
H 4.969 -28.012 -4.546
C 1.290 -28.054 -2.978
C 2.386 -27.933 -1.936
C 2.999 -29.358 -1.739
O 1.954 -30.199 -1.198
C 2.437 -31.494 -0.858
N 3.524 -27.184 -2.565
H 0.515 -28.758 -2.688
H 1.766 -28.374 -3.949
H 0.763 -27.085 -3.132
H 2.047 -27.510 -0.997
H 3.794 -29.312 -0.920
H 3.388 -29.798 -2.717
H 3.224 -31.380 -0.086
H 2.889 -32.090 -1.676
H 1.622 -32.041 -0.434
H 4.195 -27.019 -1.773
H 3.173 -26.327 -2.831
C 3.360 -22.167 2.064
C 3.055 -23.200 1.025
C 1.583 -23.738 1.203
O 1.498 -24.962 0.550
C 0.208 -25.522 0.577
N 3.123 -22.799 -0.400
H 2.798 -21.252 1.764
H 4.464 -22.013 2.108
H 3.115 -22.593 3.053
H 3.754 -24.027 1.131
H 0.898 -22.972 0.751
H 1.297 -23.822 2.309
H 0.406 -26.559 0.314
H -0.498 -25.113 -0.126
H -0.335 -25.545 1.521
H 2.473 -22.027 -0.593
H 4.101 -22.468 -0.630
C 0.428 -27.648 3.332
C 1.698 -28.398 2.889
C 1.243 -29.516 1.903
O 0.228 -30.258 2.527
C -1.133 -30.000 2.135
N 2.600 -27.547 2.188
H -0.063 -28.279 4.083
H -0.292 -27.368 2.540
H 0.825 -26.785 3.849
H 2.116 -28.847 3.788
H 2.066 -30.204 1.659
H 0.906 -29.066 0.992
H -1.692 -29.619 2.980
H -1.537 -30.980 1.836
H -1.240 -29.276 1.353
H 2.197 -26.782 1.666
H 3.257 -28.019 1.603
C 11.118 -24.046 -2.120
C 9.692 -23.776 -2.601
C 9.592 -22.718 -3.695
O 10.211 -21.489 -3.271
C 10.021 -20.377 -4.156
N 8.953 -24.962 -3.098
H 11.631 -23.105 -1.778
H 11.659 -24.471 -2.992
H 11.091 -24.800 -1.315
H 9.114 -23.461 -1.708
H 8.551 -22.516 -3.874
H 10.034 -23.136 -4.599
H 10.371 -20.665 -5.162
H 10.610 -19.589 -3.671
H 8.965 -20.043 -4.093
H 9.438 -25.302 -3.950
H 8.981 -25.750 -2.456
C 7.890 -34.176 2.605
C 7.473 -34.980 1.339
C 6.112 -34.510 0.847
O 5.655 -35.255 -0.234
C 4.567 -34.587 -0.872
N 8.464 -34.875 0.278
H 8.015 -33.078 2.406
H 8.783 -34.707 2.877
H 7.213 -34.367 3.410
H 7.395 -36.023 1.549
H 6.199 -33.439 0.505
H 5.486 -34.573 1.699
H 4.407 -34.998 -1.815
H 4.769 -33.502 -0.779
H 3.624 -34.770 -0.272
H 9.196 -35.537 0.467
H 7.911 -35.270 -0.512
C 9.014 -30.460 4.483
C 10.138 -29.624 3.860
C 10.902 -30.519 2.821
O 11.773 -31.419 3.620
C 12.467 -32.465 2.979
N 9.473 -28.605 2.995
H 9.421 -31.330 4.941
H 8.462 -30.880 3.642
H 8.475 -29.970 5.266
H 10.760 -29.137 4.593
H 11.588 -30.023 2.105
H 10.168 -31.129 2.285
H 11.742 -33.221 2.660
H 13.068 -32.914 3.732
H 13.082 -32.153 2.110
H 10.171 -28.013 2.561
H 8.961 -28.006 3.557
C 6.258 -29.804 0.956
C 6.892 -29.138 -0.274
C 6.756 -27.594 -0.083
O 5.396 -27.248 -0.009
C 5.133 -25.854 0.166
N 8.326 -29.303 -0.327
H 5.198 -29.619 1.017
H 6.699 -29.419 1.903
H 6.583 -30.841 0.935
H 6.402 -29.420 -1.183
H 7.157 -27.041 -0.997
H 7.383 -27.406 0.817
H 5.381 -25.540 1.182
H 4.072 -25.740 -0.089
H 5.771 -25.165 -0.494
H 8.772 -29.150 0.545
H 8.628 -30.257 -0.513
```

Properties
Frontier orbital gap   9.40 eV
E_tot   -92813.4363 eV
ΔE to the lowest compared entry with this formula, charge and spin   1.686 eV


(2)
Density functional theory data (the ωB97M-V functional and the def2-TZVPD basis) for a molecular structure, C43H28Cl5F5O4PbS.

Geometry as XYZ:
```
87
Properties=species:S:1:pos:R:3
Pb 0.412 1.401 1.588
Cl 0.711 0.713 4.587
C 2.300 0.717 3.934
C 2.459 1.089 2.609
C 3.736 1.143 2.087
Cl 3.978 1.709 0.490
C 4.838 0.758 2.856
Cl 6.411 0.760 2.171
C 4.653 0.360 4.180
Cl 5.993 -0.129 5.128
C 3.375 0.362 4.733
Cl 3.132 -0.081 6.375
C 0.995 -3.793 -2.676
C 1.333 -3.164 -1.348
C 2.274 -4.047 -0.540
O 0.146 -2.894 -0.644
C 0.424 -1.780 0.179
C 1.360 -0.904 -0.707
O 1.957 -1.884 -1.547
C 0.795 0.347 -1.409
O -0.020 0.983 -0.461
C -0.031 0.134 -2.707
C -1.248 0.798 -2.823
C -1.988 0.731 -3.997
C -1.518 0.008 -5.081
C -0.290 -0.637 -4.984
C 0.456 -0.562 -3.816
C 1.943 1.265 -1.897
C 1.784 2.641 -1.762
C 2.782 3.519 -2.172
C 3.934 3.030 -2.774
C 4.086 1.658 -2.938
C 3.106 0.779 -2.493
C -0.846 -1.323 0.945
O -0.484 -0.459 2.010
C -2.036 -0.835 0.112
C -2.493 -1.543 -0.997
C -3.636 -1.132 -1.671
C -4.332 -0.006 -1.258
C -3.893 0.692 -0.142
C -2.771 0.257 0.554
C -1.312 -2.599 1.742
C -0.399 -3.157 2.642
C -0.714 -4.288 3.378
C -1.971 -4.868 3.256
C -2.897 -4.300 2.397
C -2.578 -3.167 1.652
H 0.592 -4.795 -2.517
H 1.902 -3.860 -3.279
H 0.258 -3.185 -3.199
H 1.796 -5.009 -0.347
H 2.523 -3.579 0.414
H 3.199 -4.201 -1.100
H 1.096 -2.094 0.983
H 2.147 -0.482 -0.059
H -1.608 1.374 -1.978
H -2.940 1.250 -4.058
H -2.090 -0.043 -6.000
H 0.103 -1.189 -5.832
H 1.422 -1.044 -3.781
H 0.868 3.020 -1.326
H 2.655 4.585 -2.010
H 4.708 3.710 -3.114
H 4.984 1.265 -3.406
H 3.268 -0.288 -2.584
H -1.971 -2.433 -1.316
H -3.982 -1.699 -2.526
H -5.219 0.318 -1.791
H -4.435 1.566 0.205
H -2.478 0.754 1.471
H 0.569 -2.689 2.784
H 0.021 -4.708 4.055
H -2.229 -5.750 3.833
H -3.885 -4.734 2.298
H -3.332 -2.751 1.001
F -5.187 5.773 2.591
C -3.971 5.331 2.314
C -3.052 6.156 1.695
F -3.389 7.397 1.371
C -1.786 5.686 1.417
F -0.920 6.499 0.812
C -1.389 4.404 1.762
S 0.271 3.927 1.474
C -2.333 3.598 2.371
F -2.008 2.342 2.725
C -3.610 4.041 2.645
F -4.485 3.235 3.236
```

Properties
Frontier orbital gap   6.38 eV
E_tot   -145515.4573 eV
ΔE to the lowest compared entry with this formula, charge and spin   0.657 eV